# C6H12O2

A 2-piece molecular cluster, C6H12O2 overall in a non-equilibrium geometry (ωB97M-V with the def2-TZVPD basis set, OMol25).

```
20
Properties=species:S:1:pos:R:3:nbo_charge:R:1
C 1.027 0.152 0.298 0.17
C -0.186 -0.603 0.536 0.30
C 0.880 1.600 0.237 -0.63
C 2.357 -0.288 -0.305 -0.63
C -0.931 -1.823 0.088 -0.69
C -2.437 0.855 0.465 -0.07
O 0.640 -0.408 1.643 -0.49
O -3.319 -0.113 0.079 -0.72
H 1.750 2.225 0.573 0.21
H 0.017 1.831 0.705 0.22
H 0.835 2.006 -0.709 0.22
H 2.479 -0.028 -1.276 0.22
H 2.467 -1.430 -0.239 0.21
H 3.268 0.100 0.168 0.23
H -0.238 -2.815 0.147 0.22
H -1.234 -1.756 -1.018 0.22
H -1.740 -2.083 0.673 0.24
H -2.268 1.656 -0.168 0.13
H -2.390 1.239 1.537 0.16
H -2.955 -0.724 -0.530 0.48
```

Output
Energy relative to the best compared isomer or geometry (same formula, charge and spin) ... 6.6675 eV
Spin multiplicity ... 1
Gap between HOMO and LUMO (spin up / spin down) ... 8.39 / 8.17 eV
E_HOMO (spin up / spin down) ... -7.7 / -7.4 eV